[1]
This record from the Open Molecules 2025 dataset describes 2 unconnected molecules or ions with the total composition C33H34N4O5. The level of theory is the ωB97M-V functional and the def2-TZVPD basis.

Structure (XYZ):
```
76
Properties=species:S:1:pos:R:3:lowdin_charge:R:1
C 6.158 -0.168 3.487 -0.06
C 4.791 0.406 3.700 -0.21
O 3.895 -0.304 2.827 -0.07
C 2.650 0.232 2.838 -0.46
C 1.647 -0.750 2.383 -0.17
C 0.252 -0.498 2.678 -0.20
C -0.227 0.762 3.084 0.00
C -1.563 0.903 3.477 -0.07
C -2.464 -0.146 3.291 -0.11
C -2.012 -1.376 2.824 -0.10
C -0.669 -1.553 2.489 -0.06
C 2.119 -2.069 2.603 -0.23
N 2.427 -3.210 2.691 0.18
O 2.456 1.380 3.207 0.07
H 6.857 0.383 4.121 0.08
H 6.200 -1.225 3.792 0.09
H 6.498 -0.068 2.447 0.07
H 4.423 0.220 4.718 0.14
H 4.763 1.480 3.488 0.13
H 0.471 1.600 3.134 0.10
H -1.874 1.848 3.910 0.10
H -3.519 -0.005 3.559 0.10
H -2.693 -2.214 2.721 0.10
H -0.330 -2.509 2.079 0.12
C -3.058 2.854 -3.590 -0.01
N -2.684 1.853 -2.626 -0.04
C -3.627 1.154 -1.925 -0.37
O -4.841 1.323 -1.997 0.09
C -2.895 0.166 -1.034 -0.15
C -3.199 -1.296 -1.401 -0.08
C -4.659 -1.642 -1.172 -0.23
C -5.473 -2.029 -2.243 -0.04
C -6.846 -2.198 -2.054 -0.08
C -7.400 -2.031 -0.778 -0.09
C -6.575 -1.710 0.307 -0.07
C -5.202 -1.526 0.113 -0.04
N -1.484 0.554 -1.237 0.03
C -0.504 -0.049 -0.541 -0.01
C 0.836 0.268 -0.624 -0.06
C 1.827 -0.450 0.057 -0.01
C 3.233 -0.237 -0.221 -0.16
C 4.232 -1.078 0.350 0.00
C 5.559 -1.000 -0.027 0.02
C 5.961 -0.046 -0.985 -0.15
N 7.337 0.221 -1.213 -0.32
O 7.641 1.066 -2.088 0.05
O 8.191 -0.386 -0.524 0.06
C 4.992 0.742 -1.632 0.02
C 3.676 0.702 -1.192 0.01
C -1.293 1.538 -2.314 -0.46
C -0.607 0.922 -3.545 0.01
C -0.566 2.814 -1.864 0.01
H -4.148 2.900 -3.636 0.10
H -2.666 3.835 -3.293 0.09
H -2.656 2.598 -4.580 0.10
H -3.185 0.339 0.022 0.16
H -2.938 -1.452 -2.463 0.13
H -2.554 -1.960 -0.795 0.12
H -5.018 -2.152 -3.231 0.11
H -7.480 -2.450 -2.906 0.10
H -8.473 -2.153 -0.629 0.10
H -6.992 -1.590 1.308 0.10
H -4.544 -1.265 0.948 0.10
H -0.833 -0.829 0.149 0.12
H 1.107 0.997 -1.376 0.06
H 1.518 -1.461 0.383 0.13
H 3.946 -1.862 1.043 0.10
H 6.319 -1.630 0.422 0.12
H 5.309 1.407 -2.426 0.12
H 2.968 1.395 -1.660 0.11
H -1.224 0.110 -3.955 0.10
H -0.486 1.698 -4.310 0.09
H 0.377 0.516 -3.290 0.08
H -1.106 3.268 -1.023 0.11
H 0.456 2.619 -1.537 0.07
H -0.523 3.508 -2.712 0.09
```

Summary:
Kohn-Sham gap = 5.72 eV
ΔE to the lowest compared entry with this formula, charge and spin = 143.4 kcal/mol

=====

[2]
This record from the Open Molecules 2025 dataset describes 2 unconnected molecules or ions with the total composition C14H23N5O6. The level of theory is the ωB97M-V functional and the def2-TZVPD basis.

Structure (XYZ):
```
48
Properties=species:S:1:pos:R:3:nbo_charge:R:1
N 0.816 2.427 1.656 -0.78
C -0.413 1.981 1.987 0.44
C -1.547 2.237 1.143 -0.39
C -2.772 1.769 1.538 0.11
N -2.850 1.081 2.751 -0.45
C -4.080 0.424 3.199 0.24
C -4.081 -1.063 2.860 -0.10
O -4.905 -1.163 1.701 -0.52
C -5.861 -0.108 1.798 0.35
C -6.275 0.382 0.411 -0.09
O -7.069 1.570 0.533 -0.72
O -5.234 0.953 2.536 -0.54
C -1.684 0.863 3.477 0.74
O -1.731 0.194 4.498 -0.64
N -0.448 1.339 3.099 -0.54
H 1.473 2.404 2.427 0.41
H 0.877 3.152 0.952 0.39
H -1.428 2.771 0.208 0.23
H -3.652 1.930 0.918 0.23
H -4.177 0.552 4.284 0.22
H -3.073 -1.440 2.663 0.22
H -4.505 -1.641 3.687 0.18
H -6.752 -0.457 2.331 0.15
H -6.842 -0.399 -0.104 0.20
H -5.379 0.594 -0.180 0.16
H -6.647 2.175 1.172 0.48
C 4.966 0.776 -4.767 -0.41
N 4.394 -0.122 -3.766 -0.61
C 3.298 0.137 -3.041 0.66
O 2.673 1.185 -3.186 -0.65
C 2.840 -0.915 -1.991 -0.13
C 2.032 -0.300 -0.835 -0.61
N 3.917 -1.716 -1.391 -0.60
C 4.614 -2.673 -2.002 0.68
C 5.601 -3.441 -1.156 -0.71
O 4.499 -2.926 -3.193 -0.66
H 5.331 1.684 -4.283 0.20
H 5.791 0.284 -5.284 0.21
H 4.200 1.052 -5.495 0.21
H 4.795 -1.048 -3.669 0.42
H 2.182 -1.602 -2.525 0.23
H 1.157 0.218 -1.230 0.24
H 1.693 -1.083 -0.155 0.21
H 2.647 0.417 -0.289 0.21
H 4.095 -1.569 -0.412 0.40
H 5.067 -3.970 -0.369 0.23
H 6.121 -4.161 -1.786 0.25
H 6.322 -2.753 -0.719 0.23
```

Summary:
Kohn-Sham gap = 9.58 eV
SMILES string = Nc1ccn([C@@H]2CO[C@H](CO)O2)c(=O)n1.CNC(=O)[C@H](C)NC(C)=O

=====

The evaluated largest force on an atom for the records listed, in turn: 3.95; 2.54 eV Å⁻¹.
The evaluated HOMO for the records listed, in turn: -7.6; -9.1 eV.